Entry 1:
DFT (ωB97M-V/def2-TZVPD) results for C3H4LiO3Sc as an isolated structure at a distorted geometry.

As for the largest force on an atom: 4.5 eV Å⁻¹. For the highest occupied orbital energy (alpha / beta), the calculation gives -16.8 / -16.8 eV. Its net charge is +2. For the energy relative to the best compared isomer or geometry (same formula, charge and spin), the calculation gives 174.2 kJ/mol. The frontier orbital gap (alpha / beta) comes out at 6.55 / 6.55 eV.

Each line ends with the Mulliken charge.
Cartesian coordinates (Å):
H: -3.722 -1.578 0.628  0.303
O: -3.073 0.144 -0.230  -0.540
O: -0.059 1.744 -0.180  -0.598
C: -2.960 -1.059 0.013  -0.043
C: 0.640 0.846 0.251  0.007
H: -2.399 -1.708 -0.690  0.323
Li: -1.942 1.624 -0.477  0.967
Sc: 2.728 -0.223 0.294  1.383
O: 1.258 -1.509 -0.002  -0.610
C: 0.088 -0.754 0.106  0.289
H: -0.493 -1.211 -0.726  0.142
H: -0.516 -0.792 1.039  0.375

---

Entry 2:
DFT (ωB97M-V/def2-TZVPD) results for C3H4LiO3Yb as an isolated structure at a distorted geometry.

As for the largest force on an atom: 4.4 eV Å⁻¹. For the highest occupied orbital energy (alpha / beta), the calculation gives -21.0 / -24.6 eV. Its spin multiplicity is 3. Its net charge is +3. For the energy relative to the best compared isomer or geometry (same formula, charge and spin), the calculation gives 181.4 kJ/mol. The frontier orbital gap (alpha / beta) comes out at 5.81 / 7.02 eV. The expectation value of S² is 2.023.

Each line ends with the Mulliken spin population.
Cartesian coordinates (Å):
O: 1.580 -0.623 -0.129  -0.009
C: 0.693 -1.678 -0.441  -0.033
C: -0.498 -1.748 0.484  0.338
O: -2.204 -0.931 -0.042  -0.140
C: -2.161 0.282 -0.167  0.672
O: -1.307 1.121 -0.068  -0.021
Li: 3.310 -1.158 -0.005  -0.002
Yb: 0.913 1.379 0.206  1.132
H: 1.221 -2.646 -0.341  0.030
H: 0.351 -1.607 -1.487  0.016
H: -0.328 -1.305 1.474  0.004
H: -0.936 -2.743 0.581  0.011

---

Entry 3:
DFT (ωB97M-V/def2-TZVPD) results for C3H4LiO4Rh as an isolated structure at a distorted geometry.

As for the largest force on an atom: 5.7 eV Å⁻¹. For the highest occupied orbital energy (alpha / beta), the calculation gives -11.2 / -15.0 eV. Its spin multiplicity is 6. Its net charge is +1. For the energy relative to the best compared isomer or geometry (same formula, charge and spin), the calculation gives 0.0 kJ/mol. The frontier orbital gap (alpha / beta) comes out at 7.29 / 7.05 eV. The expectation value of S² is 8.760.

Each line ends with the Mulliken spin population.
Cartesian coordinates (Å):
O: 2.007 -0.649 -0.609  0.043
O: 0.501 0.916 0.862  0.397
C: -0.822 1.206 0.526  -0.014
C: -1.309 0.068 -0.382  0.051
O: -0.161 -0.411 -1.080  0.034
C: 0.781 -0.932 -0.229  -0.028
H: -1.469 1.247 1.421  0.043
H: -0.940 2.171 0.000  0.026
H: -2.051 0.395 -1.119  0.005
H: -1.708 -0.755 0.229  0.000
O: 0.555 -1.999 0.399  0.030
Rh: 2.093 1.305 -0.151  4.426
Li: 2.522 -2.563 0.132  -0.012

---

Entry 4:
DFT (ωB97M-V/def2-TZVPD) results for C3H4LuO3 as an isolated structure at a distorted geometry.

As for the largest force on an atom: 7.0 eV Å⁻¹. For the highest occupied orbital energy (alpha / beta), the calculation gives -17.0 / -17.0 eV. Its spin multiplicity is 2. Its net charge is +2. For the energy relative to the best compared isomer or geometry (same formula, charge and spin), the calculation gives 290.7 kJ/mol. The frontier orbital gap (alpha / beta) comes out at 6.79 / 5.75 eV. The expectation value of S² is 0.751.

Each line ends with the Mulliken spin population.
Cartesian coordinates (Å):
H: -1.275 -0.882 -1.067  0.001
O: 0.729 -0.753 -0.166  -0.016
Lu: 3.757 -0.620 0.952  1.142
C: -0.598 -0.980 0.048  0.004
C: -1.327 0.343 -0.056  -0.002
H: -0.789 -1.554 0.963  0.001
H: -1.545 0.761 0.936  0.001
H: -2.333 0.349 -0.487  0.000
O: 2.237 1.015 -0.129  -0.111
C: 1.104 0.831 -0.510  -0.024
O: 0.040 1.491 -0.484  0.004

---

Entry 5:
DFT (ωB97M-V/def2-TZVPD) results for C3H4MgO2 as an isolated structure at a distorted geometry.

As for the largest force on an atom: 2.3 eV Å⁻¹. For the highest occupied orbital energy (alpha / beta), the calculation gives -8.0 / -8.0 eV. Its net charge is 0. For the energy relative to the best compared isomer or geometry (same formula, charge and spin), the calculation gives 459.8 kJ/mol. The frontier orbital gap (alpha / beta) comes out at 6.62 / 6.98 eV.

Each line ends with the Mulliken charge.
Cartesian coordinates (Å):
O: 0.900 -1.480 -0.672  -0.413
Mg: 1.295 0.598 -0.646  0.793
C: -0.268 -1.476 -0.220  -0.358
O: -0.602 -0.112 0.001  0.090
C: -1.917 0.223 0.421  -0.526
H: -2.134 -0.301 1.359  0.260
H: -1.980 1.306 0.577  0.199
H: -2.631 -0.080 -0.353  0.280
C: 3.376 0.234 -0.436  -0.597
H: 3.959 1.089 -0.030  0.272

---

Entry 6:
DFT (ωB97M-V/def2-TZVPD) results for C3H4MgO3Tl as an isolated structure at a distorted geometry.

As for the largest force on an atom: 3.4 eV Å⁻¹. For the highest occupied orbital energy (alpha / beta), the calculation gives -15.9 / -18.1 eV. Its spin multiplicity is 2. Its net charge is +2. For the energy relative to the best compared isomer or geometry (same formula, charge and spin), the calculation gives 272.7 kJ/mol. The frontier orbital gap (alpha / beta) comes out at 5.14 / 7.40 eV. The expectation value of S² is 0.758.

Each line ends with the Mulliken spin population.
Cartesian coordinates (Å):
O: 0.088 0.526 -0.620  -0.002
C: -1.065 0.504 0.199  -0.029
C: -1.880 -0.702 -0.090  0.773
H: -0.726 0.535 1.310  0.022
H: -1.674 1.409 -0.001  0.070
H: -1.986 -1.031 -1.130  0.019
H: -2.577 -1.087 0.654  0.016
Mg: 1.237 2.022 -0.751  0.000
O: 2.804 0.977 0.219  0.002
C: 2.659 -0.155 0.517  0.003
O: 2.629 -1.307 0.421  -0.003
Tl: 0.489 -1.690 -0.728  0.131

---

Entry 7:
DFT (ωB97M-V/def2-TZVPD) results for C3H4MgO4Rb as an isolated structure at a distorted geometry.

As for the largest force on an atom: 6.4 eV Å⁻¹. For the highest occupied orbital energy (alpha / beta), the calculation gives -15.6 / -16.4 eV. Its spin multiplicity is 2. Its net charge is +2. The frontier orbital gap (alpha / beta) comes out at 5.58 / 6.42 eV. The expectation value of S² is 0.761.

Each line ends with the Mulliken spin population.
Cartesian coordinates (Å):
O: -1.876 1.562 -0.945  0.001
C: -0.682 1.309 -0.635  -0.002
O: 0.145 2.242 -0.480  0.003
Mg: -1.325 3.517 -1.097  0.000
O: -0.394 0.048 -0.296  0.021
C: 0.504 -0.167 1.067  0.029
C: 0.986 -1.335 0.261  0.039
H: 0.405 -0.170 2.156  0.014
H: 1.244 0.635 0.969  0.017
H: 2.084 -1.301 0.118  -0.001
H: 0.514 -1.755 1.412  0.316
Rb: -2.019 -2.320 -2.034  0.002
O: 0.414 -2.265 -0.495  0.561

---

Entry 8:
DFT (ωB97M-V/def2-TZVPD) results for one molecule with the formula C3H4N2 at a distorted geometry.

As for the largest force on an atom: 3.0 eV Å⁻¹. For the highest occupied orbital energy, the calculation gives -9.3 eV. Its net charge is 0. For the energy relative to the best compared isomer or geometry (same formula, charge and spin), the calculation gives 186.4 kJ/mol. The frontier orbital gap comes out at 10.32 eV.

Each line ends with the Mulliken charge.
Cartesian coordinates (Å):
C: -0.952 -0.267 -0.446  -0.354
C: -0.886 0.565 0.725  -0.177
N: 0.371 0.621 1.176  -0.698
N: 1.098 -0.054 0.316  0.266
C: 0.359 -0.621 -0.668  -0.274
H: -1.787 -0.624 -1.046  0.337
H: -1.007 1.621 0.939  0.263
H: 2.090 -0.012 0.450  0.220
H: 0.847 -1.206 -1.429  0.416

---

Entry 9:
DFT (ωB97M-V/def2-TZVPD) results for a 2-piece molecular cluster, C3H4N2 overall at a distorted geometry.

As for the largest force on an atom: 4.1 eV Å⁻¹. For the highest occupied orbital energy, the calculation gives -8.5 eV. Its net charge is 0. For the energy relative to the best compared isomer or geometry (same formula, charge and spin), the calculation gives 295.9 kJ/mol. The frontier orbital gap comes out at 9.44 eV.

Each line ends with the Mulliken charge.
Cartesian coordinates (Å):
C: -0.813 -0.743 0.718  -0.814
C: -1.464 0.129 0.044  0.667
N: -2.149 0.918 -0.570  -0.522
H: 0.201 -0.571 1.152  0.254
H: -1.328 -1.797 0.786  0.202
H: -1.973 1.082 -1.527  0.270
C: 1.788 1.185 0.063  0.082
N: 1.065 0.433 -0.419  -0.457
H: 2.301 1.934 0.493  0.319

---

Entry 10:
DFT (ωB97M-V/def2-TZVPD) results for one molecule with the formula C3H4N2 at a distorted geometry.

As for the largest force on an atom: 2.1 eV Å⁻¹. For the highest occupied orbital energy (alpha / beta), the calculation gives -9.0 / -9.2 eV. Its net charge is 0. For the energy relative to the best compared isomer or geometry (same formula, charge and spin), the calculation gives 408.1 kJ/mol. The frontier orbital gap (alpha / beta) comes out at 8.75 / 7.64 eV.

Each line ends with the Mulliken charge.
Cartesian coordinates (Å):
N: 1.541 -0.058 -0.183  -0.555
C: 0.565 -0.778 0.251  0.096
C: -0.756 -0.235 0.301  -0.613
C: -0.864 1.096 -0.172  0.317
N: -0.241 2.143 -0.349  -0.412
H: 2.438 -0.518 -0.034  0.247
H: 0.670 -1.808 0.618  0.348
H: -1.647 -0.828 0.466  0.353
H: -1.707 0.986 -0.898  0.219